89
Properties=species:S:1:pos:R:3 method="wB97M-V/def2-TZVPD" lumo_energy_ev=3.69 energy_ev=-94379.448 total_charge=-2 homo_energy_ev=-1.5597 gap_ha=0.193 de_lowest_kcal_mol=1.8 multiplicity=1
Cs 0.98 -0.46 -0.70
C -2.48 3.46 -0.74
C -1.41 2.61 -1.07
N -0.37 2.42 -0.30
C -0.30 3.05 0.89
C -1.34 3.93 1.33
C -2.43 4.11 0.46
C -1.27 4.56 2.59
C -0.19 4.29 3.39
C 0.85 3.46 2.99
C 0.86 2.81 1.74
N 1.79 1.94 1.33
C 3.03 1.92 1.87
C 3.77 3.05 2.20
C 5.07 2.97 2.73
C 5.68 1.76 2.97
C 4.98 0.57 2.66
C 5.50 -0.71 2.93
C 4.77 -1.82 2.62
C 3.51 -1.65 2.00
N 3.00 -0.48 1.74
C 3.68 0.64 2.08
H -3.31 3.57 -1.42
H -1.42 2.06 -2.01
H -3.24 4.78 0.76
H -2.08 5.21 2.91
H -0.13 4.74 4.38
H 1.67 3.28 3.67
H 3.33 4.03 2.04
H 5.60 3.89 2.95
H 6.67 1.70 3.40
H 6.48 -0.80 3.38
H 5.15 -2.81 2.84
H 2.92 -2.52 1.71
C -6.09 1.98 3.04
C -4.96 1.00 2.83
C -3.67 1.45 2.54
C -2.64 0.55 2.33
C -2.88 -0.81 2.42
C -4.16 -1.27 2.72
C -5.19 -0.37 2.92
S -1.55 -1.96 2.10
O -0.37 -1.31 2.61
O -1.94 -3.21 2.73
N -1.43 -1.99 0.52
C -2.22 -2.75 -0.28
C -3.24 -3.64 0.13
C -3.96 -4.34 -0.81
C -3.68 -4.19 -2.16
C -2.66 -3.31 -2.49
N -1.96 -2.60 -1.61
H -5.73 3.01 2.98
H -6.55 1.84 4.02
H -6.87 1.84 2.28
H -3.47 2.51 2.48
H -1.63 0.89 2.12
H -4.33 -2.34 2.81
H -6.18 -0.73 3.15
H -3.42 -3.78 1.18
H -4.74 -5.02 -0.48
H -4.22 -4.73 -2.93
H -2.40 -3.15 -3.53
O 3.20 0.66 -2.69
Cl 2.94 -0.14 -3.86
O 4.19 -0.58 -4.44
O 2.19 0.62 -4.84
O 2.16 -1.30 -3.47
C 5.15 -4.42 -0.15
Te 4.16 -3.18 -1.59
C 5.46 -1.52 -1.23
H 6.20 -4.55 -0.42
H 4.66 -5.39 -0.14
H 5.08 -3.96 0.84
H 5.38 -1.20 -0.19
H 5.13 -0.72 -1.89
H 6.48 -1.81 -1.47
C -0.90 1.04 -6.02
Sb -1.04 -0.09 -4.18
C -0.39 -1.92 -5.10
C -3.16 -0.40 -4.54
H -1.36 0.48 -6.84
H 0.15 1.22 -6.24
H -1.41 2.00 -5.92
H -1.11 -2.22 -5.87
H -0.27 -2.70 -4.35
H 0.58 -1.72 -5.55
H -3.31 -0.84 -5.52
H -3.66 0.57 -4.50
H -3.60 -1.04 -3.77


82
Properties=species:S:1:pos:R:3 method="wB97M-V/def2-TZVPD" lumo_energy_ev=-3.40 energy_ev=-62800.481 total_charge=+1 homo_energy_ev=-7.0893 gap_ha=0.135 de_lowest_kcal_mol=0.0 multiplicity=1
C 0.08 -1.93 1.35
C -0.61 -2.48 0.23
C 0.27 -2.44 -0.89
H -1.62 -2.90 0.22
C 1.51 -1.86 -0.46
C 1.39 -1.56 0.93
H 2.19 -1.14 1.56
H -0.32 -1.82 2.37
H 0.04 -2.81 -1.89
H 2.40 -1.71 -1.08
Tl -0.46 1.52 -1.25
C -4.90 1.94 -2.82
H -3.92 1.96 -3.33
H -5.63 1.35 -3.41
H -4.90 1.54 -1.77
Si -3.19 0.78 -1.18
C -3.93 0.74 0.52
C -3.71 -0.36 1.37
H -2.96 -1.12 1.12
C -4.46 -0.48 2.56
H -4.31 -1.34 3.22
C -5.37 0.52 2.92
H -5.96 0.43 3.84
C -5.49 1.69 2.14
H -6.15 2.51 2.46
C -4.74 1.82 0.96
H -4.77 2.76 0.39
C -3.42 -0.82 -2.11
C -4.50 -1.69 -1.81
H -5.18 -1.45 -0.99
C -4.67 -2.89 -2.51
H -5.52 -3.55 -2.29
C -3.74 -3.28 -3.49
H -3.89 -4.19 -4.07
C -2.60 -2.48 -3.71
H -1.84 -2.82 -4.43
C -2.43 -1.28 -3.01
H -1.49 -0.73 -3.13
H -2.78 2.19 -1.75
H -5.20 3.00 -2.70
F 6.45 -1.10 0.51
C 6.01 0.20 0.57
C 4.70 0.43 0.23
C 4.13 1.69 0.52
C 2.71 1.95 0.26
O 2.06 1.28 -0.59
C 2.17 3.07 0.98
C 3.03 4.07 1.37
N 4.40 3.97 1.28
C 5.20 5.09 1.58
C 4.67 6.49 1.40
C 4.87 5.92 2.76
C 4.97 2.71 1.02
C 6.31 2.46 1.30
C 6.87 1.18 1.10
N 8.20 0.94 1.40
C 8.78 1.50 2.63
C 10.17 2.02 2.32
N 10.94 0.86 1.75
C 10.36 0.20 0.56
C 8.94 -0.22 0.92
C 0.67 3.34 1.01
O 0.34 4.53 0.96
O -0.07 2.28 1.08
H 4.09 -0.35 -0.21
H 2.67 5.01 1.78
H 6.26 4.96 1.36
H 5.42 7.23 1.08
H 3.64 6.63 1.06
H 3.98 5.66 3.33
H 5.73 6.30 3.33
H 6.96 3.27 1.64
H 8.84 0.71 3.42
H 8.14 2.30 2.99
H 10.17 2.79 1.55
H 10.70 2.37 3.21
H 11.89 1.15 1.55
H 10.95 0.15 2.48
H 10.98 -0.67 0.32
H 10.38 0.91 -0.26
H 8.97 -1.00 1.71
H 8.46 -0.63 0.03


84
Properties=species:S:1:pos:R:3 method="wB97M-V/def2-TZVPD" lumo_energy_ev="4.33 / 4.26" energy_ev=-86506.410 total_charge=-2 homo_energy_ev="1.0058 / -2.1531" gap_ha="0.122 / 0.236" de_lowest_kcal_mol=0.0 multiplicity=4
Ti 0.23 0.62 0.05
O -1.19 0.33 1.49
N -1.93 1.15 2.22
C -1.47 1.43 3.46
C -2.18 2.21 4.34
C -3.42 2.72 3.92
C -3.87 2.43 2.66
C -3.13 1.63 1.75
S -3.66 1.28 0.19
H -0.51 0.99 3.68
H -1.78 2.40 5.32
H -4.01 3.33 4.58
H -4.81 2.81 2.30
O 4.04 -0.40 -0.93
C 2.87 -0.41 -0.53
O 2.17 0.67 -0.33
C 2.14 -1.66 -0.26
C 2.77 -2.89 -0.41
C 2.08 -4.06 -0.19
C 0.71 -3.98 0.20
C -0.06 -5.13 0.44
C -1.40 -5.04 0.83
C -1.98 -3.78 0.96
C -1.24 -2.63 0.72
C 0.11 -2.69 0.35
N 0.82 -1.54 0.11
H 3.81 -2.87 -0.71
H 2.55 -5.03 -0.31
H 0.41 -6.10 0.32
H -1.97 -5.94 1.01
H -3.02 -3.69 1.25
H -1.71 -1.66 0.82
C -1.16 4.35 1.55
C 0.09 3.58 1.21
O 0.07 2.69 0.35
N 1.21 3.94 1.84
C 2.43 3.10 1.80
C 2.37 1.98 2.78
C 3.11 2.00 3.94
C 3.03 0.94 4.87
C 2.17 -0.14 4.50
C 1.46 -0.08 3.32
N 1.49 0.97 2.45
H -1.92 4.14 0.80
H -0.96 5.43 1.60
H -1.53 4.03 2.52
H 1.10 4.51 2.66
H 3.28 3.76 2.00
H 2.52 2.70 0.78
H 3.78 2.84 4.10
H 3.64 0.91 5.76
H 2.08 -1.03 5.11
H 0.83 -0.91 3.03
C -2.74 -3.59 -2.54
C -1.53 -2.72 -2.77
C -0.38 -3.25 -3.35
C 0.77 -2.47 -3.50
C 2.03 -3.07 -4.06
C 0.75 -1.15 -3.08
C -0.38 -0.59 -2.48
C -1.52 -1.40 -2.34
N -0.36 0.70 -1.91
C -0.31 1.85 -2.83
C -1.44 2.83 -2.46
C 1.04 2.58 -2.74
C -0.53 1.45 -4.29
H -3.02 -4.12 -3.46
H -3.59 -2.99 -2.21
H -2.53 -4.33 -1.77
H -0.37 -4.29 -3.65
H 1.94 -4.15 -4.19
H 2.87 -2.88 -3.38
H 2.29 -2.63 -5.03
H 1.66 -0.56 -3.13
H -2.38 -0.96 -1.85
H -1.38 3.10 -1.41
H -2.41 2.34 -2.62
H -1.39 3.73 -3.08
H 1.21 2.96 -1.73
H 1.08 3.42 -3.44
H 1.86 1.89 -2.96
H -1.44 0.87 -4.40
H 0.30 0.86 -4.68
H -0.61 2.36 -4.90


88
Properties=species:S:1:pos:R:3 method="wB97M-V/def2-TZVPD" lumo_energy_ev=-2.02 energy_ev=-82078.693 smiles="CC[C@@H](C)n1ncn(-c2ccc(N3CCN(c4ccc(OC[C@H]5CO[C@@](Cn6c[nH+]cn6)(c6ccc(Cl)cc6Cl)O5)cc4)CC3)cc2)c1=O" total_charge=+1 homo_energy_ev=-9.3324 gap_ha=0.269 multiplicity=1
C 8.72 1.81 1.85
C 7.91 0.75 1.12
C 6.84 1.36 0.21
C 7.42 2.12 -0.98
N 5.99 0.29 -0.30
N 6.48 -0.70 -1.08
C 5.50 -1.49 -1.31
N 4.35 -1.07 -0.69
C 3.11 -1.75 -0.67
C 2.48 -2.01 0.54
C 1.30 -2.73 0.57
C 0.71 -3.21 -0.62
N -0.47 -3.89 -0.61
C -1.21 -4.12 -1.83
C -2.69 -4.37 -1.47
N -3.08 -3.61 -0.30
C -3.55 -2.32 -0.40
C -4.14 -1.70 0.71
C -4.67 -0.43 0.63
C -4.64 0.28 -0.57
O -5.25 1.52 -0.53
C -5.15 2.39 -1.62
C -4.00 3.41 -1.42
C -4.22 4.31 -0.19
O -3.41 3.73 0.80
C -2.39 3.01 0.18
C -1.11 3.95 0.20
N 0.10 3.28 -0.16
C 0.86 2.49 0.60
N 1.85 2.03 -0.16
C 1.64 2.58 -1.39
N 0.59 3.34 -1.39
C -2.09 1.75 0.97
C -2.46 1.71 2.32
C -2.18 0.62 3.11
C -1.53 -0.47 2.56
Cl -1.14 -1.82 3.55
C -1.17 -0.47 1.22
C -1.45 0.63 0.44
Cl -0.96 0.56 -1.22
O -2.77 2.75 -1.14
C -4.05 -0.31 -1.67
C -3.52 -1.59 -1.59
C -2.40 -4.07 0.89
C -1.00 -4.61 0.52
C 1.37 -2.92 -1.83
C 2.55 -2.21 -1.85
C 4.68 0.09 -0.03
O 3.94 0.83 0.64
H 8.07 2.48 2.41
H 9.40 1.33 2.55
H 9.32 2.39 1.16
H 8.56 0.12 0.52
H 7.41 0.11 1.85
H 6.17 2.00 0.79
H 6.63 2.49 -1.62
H 8.01 2.96 -0.63
H 8.06 1.46 -1.56
H 5.56 -2.38 -1.90
H 2.91 -1.65 1.46
H 0.85 -2.93 1.53
H -0.82 -4.97 -2.40
H -1.14 -3.22 -2.45
H -2.85 -5.43 -1.24
H -3.34 -4.12 -2.31
H -4.22 -2.24 1.65
H -5.14 0.02 1.49
H -6.09 2.94 -1.67
H -5.00 1.86 -2.56
H -3.88 3.99 -2.34
H -3.91 5.34 -0.38
H -5.25 4.29 0.17
H -1.27 4.74 -0.53
H -1.04 4.36 1.20
H 0.72 2.28 1.64
H 2.70 1.43 0.17
H 2.27 2.41 -2.24
H -2.98 2.56 2.72
H -2.48 0.61 4.15
H -0.66 -1.32 0.78
H -3.98 0.20 -2.62
H -3.07 -2.00 -2.48
H -2.97 -4.86 1.38
H -2.30 -3.23 1.58
H -1.07 -5.67 0.25
H -0.33 -4.54 1.38
H 0.98 -3.28 -2.76
H 3.04 -2.02 -2.79


89
Properties=species:S:1:pos:R:3 method="wB97M-V/def2-TZVPD" lumo_energy_ev="4.71 / 4.14" energy_ev=-64190.574 total_charge=-2 homo_energy_ev="-0.4217 / -0.4123" gap_ha="0.189 / 0.167" de_lowest_kcal_mol=71.5 multiplicity=2
Hg -1.34 -0.06 0.31
C 1.36 -4.62 3.60
C 0.94 -3.63 4.48
C 0.87 -2.32 4.08
C 1.23 -1.93 2.77
C 1.62 -2.95 1.89
C 1.69 -4.26 2.30
N 1.00 -0.65 2.42
C 1.70 0.38 2.15
C 3.87 1.68 1.59
C 3.84 2.72 2.67
C 2.66 3.17 3.16
C 1.36 2.78 2.76
C 0.92 1.63 2.12
N -0.37 1.48 1.76
N -1.18 2.51 2.07
C -2.46 2.41 1.75
C -3.34 3.44 2.21
C -4.68 3.36 1.95
C -5.17 2.28 1.21
C -4.26 1.33 0.77
N -2.97 1.38 1.02
H 1.42 -5.65 3.93
H 0.63 -3.90 5.49
H 0.51 -1.55 4.75
H 1.85 -2.67 0.87
H 1.99 -5.03 1.60
H 4.93 1.42 1.40
H 4.78 3.11 3.03
H 2.71 3.98 3.90
H 0.57 3.47 3.01
H -2.92 4.25 2.79
H -5.36 4.12 2.31
H -6.22 2.18 0.99
H -4.59 0.49 0.17
C -3.70 -3.64 1.62
C -2.56 -2.89 0.93
O -2.52 -1.65 1.18
C -1.71 -3.64 0.14
C -0.55 -3.20 -0.53
C 0.30 -4.28 -1.18
N -0.18 -1.95 -0.60
N 1.09 -1.70 -0.99
C 1.44 -0.48 -1.37
O 0.71 0.28 -2.27
C 2.58 0.05 -0.74
C 3.38 -0.90 0.02
C 3.72 -0.77 1.30
C 3.22 0.37 2.12
C 3.26 2.20 0.32
C 2.72 1.47 -0.67
H -4.65 -3.22 1.27
H -3.63 -3.48 2.69
H -3.67 -4.70 1.41
H -1.92 -4.70 0.06
H 0.25 -5.20 -0.60
H 1.33 -3.93 -1.23
H -0.05 -4.48 -2.19
H 3.65 -1.80 -0.52
H 4.36 -1.50 1.78
H 3.55 0.24 3.16
H 3.23 3.28 0.25
H 2.25 2.01 -1.49
N -1.01 2.30 -1.13
C -1.95 2.41 -2.21
C -1.48 3.17 -3.48
C -0.01 3.00 -3.87
C 0.29 1.82 -4.82
N -0.19 0.51 -4.47
C 0.48 -0.38 -3.60
N 1.78 -0.71 -4.15
N -0.31 -1.55 -3.52
C -2.51 0.99 -2.62
O -3.12 0.94 -3.70
O -2.32 0.03 -1.85
H -0.78 3.21 -0.73
H -0.16 1.85 -1.45
H -2.84 2.94 -1.82
H -1.68 4.24 -3.35
H -2.12 2.81 -4.29
H 0.60 2.90 -2.97
H 0.32 3.91 -4.39
H 1.37 1.76 -4.97
H -0.17 2.05 -5.79
H -1.19 0.52 -4.30
H 2.38 0.10 -4.09
H 2.19 -1.44 -3.58
H -1.20 -1.31 -3.09
H 0.13 -2.24 -2.92